ORCA calculation (ωB97M-V/def2-TZVPD) on one molecule with the formula C4H7NO2S at a distorted geometry.

```
15
Properties=species:S:1:pos:R:3
O -1.970 -2.372 -0.300
C -0.954 -1.783 -0.206
N -0.411 -1.341 -1.388
C 0.518 -0.342 -1.192
O 0.977 0.202 -2.186
C 0.857 0.220 0.174
C -0.166 1.355 0.535
S -0.385 1.529 2.395
H -0.527 -1.346 0.838
H -0.817 -1.472 -2.352
H 2.089 0.426 0.163
H 0.916 -0.734 0.828
H -1.098 1.248 -0.088
H 0.123 2.452 0.206
H 0.849 1.957 2.573
```

For the relative energy (zero: lowest compared OMol25 entry of this formula, charge and spin), the calculation gives 2.586 eV. The frontier orbital gap is 10.25 eV. For the energy, the calculation gives -759.9815 Ha. The net charge is 0. Its HOMO energy is -9.6 eV.